93
Properties=species:S:1:pos:R:3:forces:R:3 method="wB97M-V/def2-TZVPD" total_charge=-1 homo_lumo_gap_ev=6.42 mol_weight_g_mol=638.0 homo_energy_ha=-0.1493 multiplicity=1 energy_ev=-99499.375
Ca -0.3541 0.3776 -0.5218 0.372 -0.251 -0.256
C 3.8888 0.0764 -2.1820 -0.019 -0.035 0.036
P 2.1310 0.1583 -2.6761 0.041 0.021 -0.081
C 2.1578 -1.0029 -4.1093 -0.019 0.020 0.007
C 2.1710 1.7650 -3.6032 0.006 0.007 0.029
C 0.8616 2.0536 -4.3422 -0.007 -0.027 0.021
P -0.5576 1.9978 -3.1709 -0.003 0.143 0.111
C -1.9964 2.1775 -4.2880 0.016 -0.032 0.060
C -0.4806 3.6769 -2.4330 -0.042 -0.062 -0.037
H 4.1254 -0.9441 -1.8764 0.024 0.016 0.016
H 4.0158 0.7199 -1.3113 0.022 0.010 -0.009
H 4.5565 0.3738 -2.9940 -0.003 -0.011 -0.013
H 2.9342 -0.7454 -4.8348 0.007 0.000 0.003
H 1.1857 -1.0172 -4.6031 0.010 -0.007 -0.007
H 2.3460 -2.0114 -3.7352 0.004 -0.006 -0.010
H 3.0156 1.7562 -4.2995 0.002 0.002 0.002
H 2.3723 2.5487 -2.8656 -0.003 -0.009 0.007
H 0.6861 1.2895 -5.1054 -0.005 0.000 0.005
H 0.9010 3.0198 -4.8548 -0.007 -0.002 -0.005
H -1.9413 3.0902 -4.8850 0.015 -0.006 -0.019
H -2.8967 2.2030 -3.6729 -0.013 0.012 -0.022
H -2.0607 1.3130 -4.9503 -0.003 0.000 0.003
H -0.4509 4.4603 -3.1943 -0.001 -0.003 -0.011
H 0.3967 3.7606 -1.7902 0.001 0.023 -0.014
H -1.3636 3.8105 -1.8060 0.016 0.007 0.015
C -2.4354 0.6594 3.5948 -0.121 0.073 -0.020
C -2.4502 2.0944 3.0534 0.030 -0.235 0.031
C -1.5337 2.2086 1.9252 0.029 0.260 0.098
N -0.8065 2.2962 1.0418 -0.061 0.053 0.033
H -3.1451 0.5792 4.4170 0.013 0.016 0.021
H -1.4388 0.3866 3.9401 -0.005 -0.041 0.009
H -2.7265 -0.0368 2.8088 0.068 -0.009 0.042
H -2.1433 2.8164 3.8116 0.010 0.029 -0.027
H -3.4520 2.3536 2.7093 -0.008 0.051 -0.007
C -0.5716 -3.2693 -1.9663 0.151 0.202 -0.059
S -1.0307 -1.6594 -2.6513 -0.271 -0.231 0.101
C -2.8037 -1.7944 -2.3123 0.083 0.100 -0.177
H -1.0554 -4.0615 -2.5369 -0.005 -0.005 0.023
H -0.8683 -3.2853 -0.9176 -0.003 -0.063 0.005
H 0.5101 -3.3673 -2.0387 0.011 -0.041 0.020
H -2.9535 -1.8924 -1.2370 -0.010 0.015 -0.007
H -3.2145 -2.6494 -2.8471 -0.021 -0.004 0.004
H -3.2750 -0.8837 -2.6744 -0.066 -0.019 0.012
C -3.2915 -4.3648 1.1231 0.000 0.012 -0.001
C -2.6614 -3.4067 2.1435 -0.034 0.003 -0.002
C -3.7537 -2.8803 3.0833 0.011 0.001 -0.019
C -1.6017 -4.1568 2.9619 -0.005 0.018 -0.022
C -2.0253 -2.2842 1.4275 0.026 -0.079 -0.027
C -1.4720 -1.3834 0.8117 0.203 0.218 0.024
H -3.7508 -5.2182 1.6305 -0.002 0.003 0.005
H -2.5324 -4.7389 0.4334 -0.006 -0.011 -0.003
H -4.0593 -3.8523 0.5411 0.002 -0.001 -0.008
H -4.2436 -3.7090 3.6026 0.002 -0.007 -0.008
H -4.5069 -2.3244 2.5226 -0.002 0.006 0.013
H -3.3233 -2.2128 3.8308 -0.008 0.011 0.013
H -2.0541 -5.0031 3.4871 0.001 -0.003 0.005
H -1.1448 -3.4910 3.6955 0.007 -0.003 -0.002
H -0.8107 -4.5292 2.3090 0.006 -0.009 0.008
N -2.6415 1.2615 -0.9255 -0.147 -0.025 -0.079
C -3.7026 0.9480 -0.5745 -0.047 -0.007 -0.100
C -4.9806 0.5899 -0.1535 0.130 0.045 0.091
C -5.7635 -0.2755 -0.9475 -0.015 -0.020 0.020
N -6.3869 -0.9823 -1.6159 -0.007 -0.003 -0.007
C -5.4164 1.0789 1.0966 -0.115 0.025 -0.041
N -5.7413 1.5210 2.1146 0.030 -0.042 0.024
C 2.4232 3.9064 0.2649 0.004 0.006 0.002
Si 3.0029 2.4662 1.3567 0.098 0.061 -0.143
C 2.5576 3.0316 3.1141 -0.026 -0.048 0.023
C 4.8958 2.4845 1.2930 -0.012 -0.006 -0.015
C 2.2691 0.9069 0.8224 -0.492 -0.062 -0.126
Si 2.7823 -0.7373 1.3827 0.076 -0.015 0.038
C 4.6660 -0.9404 1.4236 -0.026 0.019 -0.018
C 2.1272 -2.1384 0.2798 0.054 -0.005 -0.045
C 2.2092 -1.2424 3.1183 -0.071 0.050 -0.006
H 2.8514 4.8639 0.5770 -0.006 0.003 0.009
H 1.3338 3.9909 0.3187 0.008 0.003 -0.003
H 2.6983 3.7378 -0.7809 0.011 -0.004 0.003
H 2.9567 4.0187 3.3669 0.026 0.002 -0.023
H 2.9322 2.3119 3.8476 -0.012 0.007 0.020
H 1.4692 3.0717 3.2214 0.000 -0.004 0.008
H 5.2748 3.5054 1.3954 -0.014 0.010 0.007
H 5.2710 2.0785 0.3500 0.013 0.004 0.002
H 5.3231 1.8884 2.1019 0.019 0.016 -0.014
H 1.1968 1.0823 1.0038 0.144 -0.073 0.422
H 5.1433 -0.6584 0.4835 0.015 0.019 -0.029
H 4.9263 -1.9815 1.6352 -0.019 -0.009 0.004
H 5.1019 -0.3231 2.2117 0.018 -0.021 0.007
H 2.2952 -1.9411 -0.7841 -0.001 -0.019 0.048
H 1.0531 -2.2802 0.4359 -0.039 -0.003 -0.002
H 2.6214 -3.0847 0.5233 -0.035 -0.014 0.027
H 2.5926 -0.5432 3.8671 -0.005 0.001 0.004
H 2.5248 -2.2523 3.3988 0.016 -0.007 -0.032
H 1.1157 -1.2108 3.1585 -0.011 -0.007 0.013